No. 1
Formula: C17H16FeO6S2
Source: the OMol25 dataset
Level of theory: wB97M-V/def2-TZVPD

Last column: Löwdin spin population.
CARTESIAN COORDINATES (ANGSTROEM)
C: -0.516 -1.055 -0.816  0.00
C: 0.025 -0.170 0.305  0.03
C: 1.425 0.548 -0.115  0.17
Fe: 2.976 0.451 -1.619  3.06
C: 3.175 2.176 -1.472  0.06
O: 2.963 3.327 -1.483  0.01
C: 1.618 0.459 -2.897  0.09
O: 0.759 0.885 -3.547  0.02
C: 4.773 -0.129 -0.821  0.11
C: 4.836 0.377 -2.159  0.07
C: 4.023 -0.511 -3.012  0.07
C: 3.430 -1.496 -2.152  0.13
C: 3.917 -1.293 -0.810  0.11
H: -1.390 -1.635 -0.405  0.00
H: -1.048 -0.386 -1.531  0.00
H: 0.189 -1.714 -1.310  0.00
H: 0.212 -0.758 1.221  0.00
H: 1.054 1.575 -0.321  0.01
H: 2.019 0.585 0.797  0.02
H: 5.368 0.255 -0.006  0.01
H: 5.513 1.120 -2.528  0.01
H: 4.044 -0.444 -4.094  0.00
H: 2.823 -2.326 -2.492  0.01
H: 3.720 -1.909 0.076  0.00
C: -5.217 -1.249 1.956  0.00
C: -4.735 -0.395 0.944  0.00
C: -3.511 0.220 1.112  0.00
C: -2.806 0.043 2.318  0.00
C: -3.281 -0.758 3.341  0.00
C: -4.488 -1.444 3.129  0.00
S: -1.263 0.976 2.496  0.00
O: -1.561 2.280 3.008  0.00
O: -0.314 0.097 3.110  0.00
C: -1.007 0.986 0.698  0.01
S: -2.638 1.261 -0.040  0.00
O: -2.676 0.583 -1.331  0.00
O: -3.067 2.626 0.028  0.00
H: -6.157 -1.791 1.802  0.00
H: -5.295 -0.237 0.020  0.00
H: -2.674 -0.836 4.278  0.00
H: -4.803 -2.150 3.897  0.00
H: -0.416 1.853 0.424  0.00

Values from the calculation:
* charge: 0
* calculated total energy: -86222.6401 eV
* spin multiplicity: 5
* Kohn-Sham gap (alpha / beta): 6.9 / 7.5 eV

No. 2
Formula: C16H13CsF5N4S2
Source: the OMol25 dataset
Level of theory: wB97M-V/def2-TZVPD

Last column: natural (NBO) charge in e.
CARTESIAN COORDINATES (ANGSTROEM)
Cs: -0.082 -1.126 0.839  0.96
C: 5.096 2.954 2.623  -0.62
C: 3.752 2.610 3.257  -0.22
N: 3.402 1.214 3.157  -0.62
C: 2.952 0.630 2.003  0.30
S: 2.852 -1.093 2.043  -0.53
N: 2.675 1.473 1.029  -0.52
N: 2.045 0.886 -0.037  -0.23
C: 2.057 1.541 -1.138  0.15
C: 2.808 2.829 -1.346  -0.69
C: 1.310 0.977 -2.299  0.19
C: 1.397 1.602 -3.550  -0.26
C: 0.705 1.081 -4.629  -0.17
C: -0.068 -0.051 -4.444  -0.28
C: -0.106 -0.606 -3.173  0.05
N: 0.555 -0.120 -2.133  -0.44
H: 5.296 4.025 2.702  0.19
H: 5.093 2.679 1.569  0.22
H: 5.909 2.419 3.117  0.20
H: 2.960 3.197 2.791  0.21
H: 3.760 2.873 4.319  0.18
H: 3.779 0.561 3.821  0.40
H: 3.286 3.117 -0.415  0.26
H: 2.149 3.637 -1.671  0.21
H: 3.573 2.709 -2.117  0.21
H: 2.004 2.485 -3.678  0.22
H: 0.770 1.557 -5.599  0.21
H: -0.635 -0.500 -5.248  0.22
H: -0.709 -1.487 -2.977  0.20
F: -8.400 -4.030 1.392  -0.31
C: -7.096 -3.780 1.170  0.22
C: -6.291 -3.281 2.181  0.29
F: -6.823 -3.051 3.394  -0.32
C: -4.955 -3.023 1.939  0.28
F: -4.242 -2.530 2.965  -0.31
C: -4.345 -3.252 0.698  -0.24
S: -2.663 -2.904 0.411  -0.55
C: -5.196 -3.749 -0.292  0.30
F: -4.727 -3.989 -1.527  -0.31
C: -6.537 -4.007 -0.076  0.25
F: -7.307 -4.478 -1.071  -0.31

Values from the calculation:
* charge: -1
* calculated total energy: -58571.0611 eV
* spin multiplicity: 1
* energy above the lowest of the compared OMol25 structures with the same formula, charge and spin: 2.4 kcal per mole
* Kohn-Sham gap: 6.5 eV

No. 3
Formula: C17H18ClNO3
Source: the OMol25 dataset
Level of theory: wB97M-V/def2-TZVPD

Last column: natural (NBO) charge in e.
CARTESIAN COORDINATES (ANGSTROEM)
C: -0.046 3.258 -1.012  -0.64
C: -0.712 2.098 -0.364  0.15
C: -1.975 1.624 -0.550  -0.27
C: -2.146 0.494 0.300  -0.27
C: -0.945 0.328 0.984  0.27
N: -0.091 1.302 0.573  -0.34
C: 1.279 1.435 0.986  -0.25
H: 1.459 2.441 1.378  0.21
H: 1.463 0.714 1.785  0.24
C: 2.274 1.168 -0.180  0.06
C: 3.505 0.407 0.331  -0.09
O: 3.130 -0.833 0.877  -0.49
C: 2.224 -1.524 0.103  0.19
C: 2.005 -2.867 0.382  -0.23
C: 1.086 -3.587 -0.357  -0.22
C: 0.386 -2.975 -1.385  -0.21
C: 0.592 -1.638 -1.664  -0.25
C: 1.505 -0.904 -0.920  0.28
O: 1.670 0.430 -1.217  -0.50
H: 0.051 -1.133 -2.448  0.23
H: -0.331 -3.537 -1.963  0.22
H: 0.919 -4.628 -0.131  0.22
H: 2.564 -3.320 1.185  0.23
H: 4.198 0.258 -0.508  0.19
H: 4.011 0.958 1.126  0.20
H: 2.589 2.108 -0.641  0.20
C: -0.609 -0.670 2.030  -0.68
H: 0.229 -1.299 1.731  0.23
H: -1.476 -1.306 2.186  0.28
H: -0.361 -0.179 2.972  0.22
C: -3.325 -0.338 0.436  0.55
O: -3.418 -1.294 1.176  -0.55
C: -4.483 0.098 -0.461  -0.48
H: -4.184 0.050 -1.508  0.23
H: -4.790 1.114 -0.209  0.23
Cl: -5.895 -0.958 -0.255  -0.04
H: -2.702 2.041 -1.218  0.22
H: -0.797 3.871 -1.503  0.23
H: 0.666 2.924 -1.766  0.22
H: 0.481 3.872 -0.283  0.21

Values from the calculation:
* charge: 0
* calculated total energy: -38076.1101 eV
* SMILES string: Cc1cc(C(=O)CCl)c(C)n1C[C@H]1COc2ccccc2O1
* spin multiplicity: 1
* energy above the lowest of the compared OMol25 structures with the same formula, charge and spin: 25.2 kcal per mole
* Kohn-Sham gap: 8.6 eV